A molecular structure, C6H9BeN2O16 at a distorted geometry, computed with ωB97M-V/def2-TZVPD.

Output
HOMO = 1.07 eV
E_LUMO = 6.60 eV
Total charge = -3
Orbital gap = 5.5 eV
ΔE to the lowest compared entry with this formula, charge and spin = 0.0 kcal per mole
E_tot = -1562.26718 Ha

```
34
Properties=species:S:1:pos:R:3:forces:R:3
Be -14.9995 -22.8742 -12.5096 0.091 0.626 1.331
O -11.1578 -22.1205 -13.3042 0.105 -0.471 -0.339
C -11.4684 -22.8585 -12.1915 -0.494 -0.058 2.082
O -12.6850 -23.0652 -11.8931 -1.050 -0.284 -1.566
O -10.5405 -23.2078 -11.4291 0.436 0.239 -0.765
H -11.7484 -22.4731 -13.9995 -0.001 0.314 -0.015
O -13.8609 -23.7005 -16.9981 -0.515 0.099 0.685
C -13.4429 -23.6227 -15.6580 -0.015 0.103 0.754
O -12.2667 -23.4272 -15.4147 0.264 -0.080 -0.532
O -14.4263 -23.7763 -14.8582 0.213 0.297 0.090
H -14.8027 -23.6504 -16.7426 -0.069 -0.110 -0.945
O -13.9246 -20.1512 -9.7923 -0.137 0.112 0.333
C -14.4971 -19.7196 -10.9887 0.031 -0.087 -0.871
O -14.4747 -20.5424 -11.9216 -0.480 -0.638 -0.093
O -14.9068 -18.5302 -10.9923 0.074 -0.176 0.280
H -14.0776 -19.3896 -9.2213 0.059 -0.011 0.005
O -16.1679 -23.4124 -8.4474 -0.719 -0.148 0.780
C -15.7013 -23.1972 -9.7259 1.379 0.712 -1.673
O -16.5441 -22.9567 -10.6215 -0.290 -0.303 -0.570
O -14.4759 -23.2137 -9.8970 -0.301 -0.543 0.501
H -15.3625 -23.4696 -7.9226 0.122 0.008 -0.180
O -17.6540 -21.9418 -15.7623 -0.495 -0.639 -0.662
C -16.9046 -21.7424 -14.6195 0.840 1.235 2.048
O -16.3410 -20.6487 -14.4993 -0.160 -0.266 -1.013
O -16.9479 -22.6583 -13.7505 1.129 -0.841 0.038
H -17.4983 -21.1386 -16.2701 0.094 0.082 0.157
C -15.4228 -26.2356 -12.9788 -0.781 0.010 -0.767
O -15.2510 -25.2534 -12.2894 0.488 0.422 0.373
N -15.3504 -26.2441 -14.3366 0.241 0.195 0.406
N -15.7881 -27.4700 -12.4403 0.527 0.241 0.068
H -14.9598 -25.3833 -14.7477 -0.364 0.189 -0.122
H -15.6920 -27.0190 -14.8678 0.201 -0.042 -0.082
H -15.7268 -27.5650 -11.4450 -0.399 0.039 0.036
H -16.3134 -28.0977 -13.0138 -0.025 -0.226 0.229
```
Positions in Å, forces in eV/Å.